1.
Cl2H2N2S | ωB97M-V/def2-TZVPD

Geometry as XYZ:
```
7
Properties=species:S:1:pos:R:3:forces:R:3
N -2.092 0.550 0.319 0.38 -0.18 0.01
N -0.160 -0.738 -0.934 0.23 -0.05 0.53
S -0.704 -0.038 0.198 -0.12 0.34 -0.02
Cl 3.001 -0.487 -1.316 0.23 0.03 -0.04
Cl 0.495 0.364 1.947 -0.80 -0.21 -1.02
H -2.280 1.094 1.145 0.14 0.10 0.49
H 1.739 -0.745 -1.359 -0.06 -0.03 0.05
```
Forces are in eV/Å.

Values from the calculation:
* SMILES: [H]/N=S(#N)\Cl.Cl
* HOMO energy: -11.14 eV
* E_tot: -38889.190 eV
* gap between HOMO and LUMO: 8.918 eV
* ΔE to the lowest compared entry with this formula, charge and spin: 0.600 eV

Quick look at the Löwdin charges, all values in e: N -0.25; N -0.33; S 0.45; Cl 0.25; Cl 0.20; H 0.01; H -0.33

***

2.
C3H11NOS2 | ωB97M-V/def2-TZVPD

Geometry as XYZ:
```
18
Properties=species:S:1:pos:R:3:forces:R:3
N -1.838 -0.726 1.392 -0.23 0.15 -1.44
C -0.827 0.308 1.149 1.92 -2.11 1.77
C -1.229 1.377 0.196 -1.26 0.25 -0.94
C 0.579 -0.232 0.694 -0.07 1.15 -0.78
S 1.145 -1.938 0.824 -0.03 -0.18 0.29
S 1.802 -2.350 -1.090 -0.20 -0.22 0.30
H -2.691 -0.233 1.581 -0.55 -0.10 0.18
H -1.651 -1.350 2.165 0.32 0.22 -0.01
H -0.577 0.669 2.162 -0.22 0.91 -0.45
H -1.291 1.080 -0.862 0.08 -0.68 0.36
H -2.263 1.675 0.427 0.44 0.61 0.11
H -0.514 2.193 0.134 -0.16 0.30 0.61
H 0.733 -0.040 -0.361 -0.35 0.02 -0.38
H 1.276 0.497 1.126 0.28 -0.57 0.31
H 0.709 -2.978 -1.569 0.05 0.12 0.07
H 2.892 0.429 -2.468 0.41 -0.17 0.62
H 1.717 0.815 -3.207 -0.61 0.25 0.09
O 2.026 0.805 -2.293 0.17 0.07 -0.74
```
Forces are in eV/Å.

Values from the calculation:
* SMILES: C[C@@H](N)CSS.O
* HOMO energy: -8.82 eV
* E_tot: -28496.833 eV
* gap between HOMO and LUMO: 9.222 eV
* ΔE to the lowest compared entry with this formula, charge and spin: 0.763 eV

Löwdin atomic charge list, values in e, 8 entries: N 0.02; C -0.51; C -0.08; C -0.55; S 0.43; S 0.32; H 0.05; H 0.06

***

3.
C20H21N3O4S | ωB97M-V/def2-TZVPD

Geometry as XYZ:
```
49
Properties=species:S:1:pos:R:3:forces:R:3
C 2.298 -1.931 3.838 -0.09 0.01 -0.23
C 1.655 -2.676 2.677 0.09 -0.12 0.24
C 1.245 -4.096 3.070 -0.21 0.13 -0.55
C 0.734 -4.915 1.886 0.68 -0.24 0.39
H 0.438 -5.917 2.203 0.00 0.11 -0.11
H 1.495 -4.979 1.103 -0.14 -0.06 0.13
O -0.448 -4.320 1.333 -0.39 -0.03 0.13
C -0.307 -3.538 0.285 -0.24 0.22 -0.46
O 0.713 -3.383 -0.347 0.11 -0.08 -0.01
C -1.577 -2.781 -0.031 0.22 0.42 0.28
H -2.457 -3.372 0.213 -0.01 0.03 -0.04
H -1.599 -2.450 -1.068 0.02 -0.16 0.03
S -1.690 -1.319 1.074 -0.01 -0.08 -0.16
C -0.589 -0.132 0.355 -0.44 0.07 0.16
C -0.896 1.178 0.493 0.82 -0.48 -0.19
C -2.128 1.597 1.016 -0.49 0.04 0.20
N -3.129 1.991 1.418 -0.32 0.16 0.16
C 0.059 2.271 0.070 -0.11 0.02 -0.17
C -0.411 2.960 -1.191 0.10 -0.09 -0.03
C -0.764 4.299 -1.149 0.03 -0.13 -0.06
C -1.190 4.965 -2.285 -0.06 0.12 -0.11
C -1.265 4.283 -3.485 0.00 0.11 0.11
C -0.923 2.944 -3.550 0.07 -0.35 -0.05
C -0.501 2.271 -2.410 -0.10 0.22 -0.01
O -0.168 0.948 -2.385 -0.18 0.57 0.17
C -0.025 0.255 -3.604 0.05 -0.18 -0.24
H 0.648 0.781 -4.285 -0.02 0.00 0.03
H -0.994 0.096 -4.088 0.05 0.03 0.03
H 0.417 -0.706 -3.345 -0.02 0.03 -0.04
H -0.997 2.425 -4.493 0.00 -0.07 -0.08
H -1.594 4.788 -4.380 -0.03 0.04 -0.08
H -1.459 6.008 -2.231 -0.03 0.10 0.00
H -0.704 4.829 -0.210 0.01 0.03 0.12
H 0.074 3.028 0.865 0.06 -0.14 -0.16
C 1.484 1.694 -0.052 -0.08 0.15 -0.50
C 2.039 1.519 1.270 0.15 0.11 0.25
N 2.442 1.354 2.327 0.22 -0.04 0.53
C 1.550 0.301 -0.683 0.16 0.08 -0.16
O 2.446 -0.061 -1.400 0.12 0.04 -0.04
N 0.574 -0.552 -0.242 -0.05 -0.37 0.06
H 0.700 -1.530 -0.505 0.03 0.03 0.11
H 2.129 2.368 -0.624 -0.11 -0.18 0.02
H 0.466 -4.050 3.834 0.02 -0.06 0.10
H 2.103 -4.624 3.488 0.01 -0.08 0.06
H 2.353 -2.716 1.837 -0.05 0.01 -0.07
H 0.771 -2.121 2.355 0.02 -0.01 -0.10
H 3.208 -2.432 4.159 0.12 -0.04 0.09
H 1.615 -1.882 4.684 -0.04 0.03 0.15
H 2.547 -0.916 3.540 0.05 0.07 0.09
```
Forces are in eV/Å.

Values from the calculation:
* SMILES: CCCCOC(=O)CSC1=C(C#N)[C@H](c2ccccc2OC)[C@@H](C#N)C(=O)N1
* HOMO energy: -8.80 eV
* E_tot: -44576.236 eV
* gap between HOMO and LUMO: 8.956 eV
* ΔE to the lowest compared entry with this formula, charge and spin: 2.480 eV

Löwdin atomic charge list, values in e, 8 entries: C -0.10; C -0.26; C -0.17; C -0.15; H 0.13; H 0.13; O 0.01; C -0.58

***

4.
C6H11N5 | ωB97M-V/def2-TZVPD

Geometry as XYZ:
```
22
Properties=species:S:1:pos:R:3:forces:R:3
C 3.461 -0.625 -5.795 2.42 2.22 2.39
C 4.887 -0.419 -5.838 -2.32 1.11 1.84
C 3.557 1.705 -3.342 -1.35 5.70 4.87
C 3.929 0.865 -4.259 2.15 -4.56 -3.81
C -8.413 -0.127 8.174 -2.84 0.11 -0.87
C 6.456 1.002 -4.650 1.14 -0.37 -2.59
N 2.971 0.113 -4.790 -1.48 -0.56 -1.36
N 3.206 2.512 -2.554 0.73 -2.16 -1.67
N -8.129 -2.508 8.130 -2.44 1.77 1.43
N -7.699 -1.133 8.320 1.03 -4.43 -0.61
N 5.145 0.490 -4.858 -1.00 -0.91 -0.80
H 2.804 -1.146 -6.385 -1.04 -1.51 -1.34
H 5.689 -0.833 -6.408 0.18 -0.17 -0.32
H -9.432 -0.405 7.854 0.41 0.68 0.15
H -8.161 0.907 8.276 0.67 0.23 0.45
H 7.174 0.251 -5.082 -0.62 0.91 0.45
H 6.504 1.923 -5.245 0.55 0.01 0.62
H 6.659 1.079 -3.638 0.47 0.60 1.93
H 2.798 3.353 -2.157 0.19 -0.32 -0.23
H -7.513 -3.079 7.613 0.96 -0.23 -0.67
H -9.178 -2.763 8.039 2.44 1.35 0.14
H -6.713 -1.160 8.595 -0.25 0.51 0.01
```
Forces are in eV/Å.

Values from the calculation:
* charge: +2
* HOMO energy: -14.94 eV
* E_tot: -13831.817 eV
* gap between HOMO and LUMO: 8.873 eV
* ΔE to the lowest compared entry with this formula, charge and spin: 2.612 eV

Löwdin atomic charge list, values in e, 8 entries: C -0.01; C 0.08; C 0.05; C -0.29; C 0.17; C 0.01; N 0.14; N 0.36

***

5.
C38H51ClI4N2O16S | ωB97M-V/def2-TZVPD

Geometry as XYZ:
```
113
Properties=species:S:1:pos:R:3:forces:R:3
C 1.871 -1.735 8.297 0.21 -0.14 0.33
C 3.104 -1.884 7.366 -0.31 -0.03 -0.02
C 2.945 -1.092 6.028 0.31 0.20 1.58
O 1.542 -0.812 5.839 0.08 -0.49 -0.99
C 1.158 -0.736 4.525 0.13 0.51 0.43
C 1.013 -1.843 3.729 -0.76 -0.24 0.12
C 1.355 -3.187 4.360 0.77 1.14 -1.30
I 0.000 -4.127 5.707 0.54 0.42 -0.31
C 2.532 -3.746 4.043 -0.47 -1.18 0.99
C 2.950 -5.120 4.612 0.06 0.75 -1.13
I 3.918 -2.812 2.702 -0.42 -0.39 0.51
C 0.547 -1.763 2.316 -0.02 0.37 -0.21
C 0.439 -3.074 1.533 0.16 -0.69 1.15
C -0.587 -4.107 2.155 0.37 -0.04 -0.68
C -1.790 -4.467 1.250 0.44 -0.84 0.47
Cl -3.322 -3.809 1.928 0.24 -0.06 -0.41
C 0.278 -0.529 1.753 0.00 -0.64 0.53
C -0.189 -0.186 0.335 0.76 0.64 0.43
I -1.952 -1.265 -0.337 0.48 0.51 0.01
C 0.938 -0.148 -0.752 -1.04 -0.81 -0.76
C 1.218 -1.470 -1.507 1.19 0.49 0.04
I 2.847 0.520 0.052 -0.35 0.09 -0.18
C 0.471 0.614 2.615 -0.17 1.71 0.83
N 0.251 1.891 2.264 -0.03 -0.06 -0.04
S 0.552 2.849 3.524 0.15 -0.59 0.24
N 0.995 1.737 4.658 -0.35 0.50 -1.30
C 0.897 0.594 4.005 -0.05 -2.59 -0.62
H 2.090 -2.101 9.317 0.15 0.08 -0.48
H 1.589 -0.675 8.412 -0.03 -0.47 -0.20
H 1.017 -2.332 7.944 0.25 0.51 0.00
H 3.983 -1.519 7.922 -0.17 -0.09 -0.44
H 3.288 -2.949 7.135 -0.16 0.34 0.17
H 3.370 -1.647 5.188 -0.16 0.30 0.18
H 3.466 -0.126 6.156 -0.18 -0.25 -0.35
H 3.049 -5.081 5.707 0.10 -0.05 -0.41
H 2.162 -5.837 4.333 0.30 0.12 0.26
H 3.878 -5.409 4.100 -0.20 -0.16 0.57
H 0.297 -2.961 0.455 -0.19 0.23 0.42
H 1.417 -3.574 1.657 -0.35 0.37 -0.29
H -0.041 -5.055 2.321 -0.16 0.44 -0.02
H -0.919 -3.786 3.151 -0.10 -0.03 -0.60
H -1.631 -4.199 0.195 -0.36 0.34 0.48
H -1.914 -5.563 1.253 -0.12 0.50 0.10
H -0.563 0.848 0.401 0.10 -0.54 0.00
H 0.627 0.592 -1.509 0.32 -0.09 0.48
H 1.720 -2.168 -0.818 -0.44 -0.04 -0.39
H 0.346 -1.898 -2.020 0.12 0.14 0.49
H 1.967 -1.244 -2.290 -0.34 -0.13 0.30
C -5.680 -1.659 0.419 -0.17 0.07 0.30
C -6.907 -1.680 -0.458 0.72 -0.03 0.35
C -7.101 -0.441 -1.289 0.06 0.07 -0.42
O -8.520 -0.436 -1.488 -0.03 -0.11 0.24
C -9.071 -1.078 -0.422 -0.20 -0.01 0.14
O -10.233 -1.100 -0.178 0.05 0.02 -0.03
O -8.112 -1.686 0.326 -0.26 0.17 -0.39
H -5.624 -0.735 0.998 -0.02 0.04 -0.10
H -5.708 -2.478 1.135 0.05 -0.10 -0.13
H -4.775 -1.749 -0.184 -0.19 -0.08 0.00
H -6.908 -2.583 -1.077 -0.04 0.08 -0.09
H -6.577 -0.487 -2.241 -0.19 -0.02 -0.05
H -6.822 0.478 -0.768 0.06 -0.11 0.13
C 5.530 4.876 5.458 -0.11 0.13 0.33
C 6.290 3.584 5.640 -0.35 0.66 -0.18
C 5.584 2.365 5.109 0.05 -0.24 -0.35
O 6.141 1.323 5.918 0.00 0.23 0.17
C 6.502 1.894 7.101 0.04 -0.11 0.29
O 6.832 1.287 8.066 -0.03 0.01 -0.07
O 6.427 3.251 7.028 0.08 -0.44 -0.15
H 4.502 4.780 5.812 0.02 -0.09 -0.03
H 5.992 5.675 6.039 0.09 -0.01 -0.11
H 5.511 5.170 4.408 0.05 -0.04 0.01
H 7.296 3.680 5.220 -0.01 -0.12 -0.02
H 5.787 2.186 4.054 0.07 -0.19 0.08
H 4.502 2.385 5.268 0.02 0.16 0.03
C -3.381 -0.996 -6.819 0.46 -0.65 0.28
C -4.093 -1.842 -5.793 0.28 0.39 -0.68
C -5.082 -1.091 -4.942 -0.40 0.01 -0.09
O -5.104 -1.889 -3.747 0.30 -0.09 0.01
C -3.892 -2.497 -3.657 0.18 -0.06 0.05
O -3.503 -3.088 -2.699 -0.10 0.05 0.10
O -3.180 -2.336 -4.798 -0.37 -0.12 0.36
H -2.968 -0.101 -6.367 -0.06 -0.09 0.15
H -2.543 -1.547 -7.252 -0.13 -0.12 -0.04
H -4.058 -0.705 -7.615 -0.06 -0.08 0.07
H -4.556 -2.707 -6.277 -0.08 -0.01 0.12
H -6.071 -1.035 -5.392 -0.05 -0.07 0.19
H -4.751 -0.084 -4.680 0.09 -0.02 -0.12
C -2.599 4.909 -8.390 -0.31 0.19 -0.08
C -2.944 3.692 -7.568 0.30 0.62 -0.41
C -2.734 2.379 -8.276 0.33 -0.23 0.05
O -3.668 1.526 -7.600 -0.21 1.07 -0.29
C -4.671 2.325 -7.145 -0.27 0.11 0.01
O -5.694 1.919 -6.694 0.10 -0.10 0.02
O -4.350 3.636 -7.278 0.03 -0.51 0.11
H -3.071 4.866 -9.373 0.02 -0.09 0.02
H -2.963 5.814 -7.903 0.11 -0.03 0.08
H -1.520 4.992 -8.525 -0.01 -0.04 0.06
H -2.409 3.722 -6.613 -0.01 -0.12 -0.01
H -1.718 2.002 -8.173 -0.11 -0.17 0.10
H -3.000 2.410 -9.335 -0.01 0.17 0.03
C 5.387 4.378 -2.789 0.25 0.14 -0.24
C 4.168 3.908 -3.545 0.56 0.22 0.46
C 3.938 2.421 -3.496 -0.31 -0.19 0.22
O 3.204 2.196 -4.705 0.13 0.23 -0.12
C 3.572 3.170 -5.580 0.03 0.02 -0.23
O 3.288 3.180 -6.733 -0.02 0.00 0.06
O 4.312 4.127 -4.957 -0.34 -0.32 -0.08
H 6.267 3.793 -3.060 -0.07 -0.06 0.00
H 5.610 5.417 -3.032 -0.11 0.02 0.09
H 5.230 4.294 -1.713 -0.07 -0.01 -0.03
H 3.285 4.462 -3.212 -0.06 -0.10 -0.03
H 3.359 2.111 -2.629 -0.11 -0.09 -0.13
H 4.862 1.838 -3.539 0.07 0.14 0.03
```
Forces are in eV/Å.

Values from the calculation:
* HOMO energy: -8.83 eV
* E_tot: -131733.878 eV
* gap between HOMO and LUMO: 7.904 eV

Löwdin atomic charge list, values in e, 8 entries: C -0.11; C -0.19; C -0.16; O -0.08; C -0.19; C -0.19; C -0.68; I 1.04